# C31H38N6PRe

A molecular structure, C31H38N6PRe (wB97M-V/def2-TZVPD, the Open Molecules 2025 dataset).

```
77
Properties=species:S:1:pos:R:3:mulliken_spin:R:1
Re 0.2849 0.3704 -1.3443 2.265
N 0.1652 -1.5555 -2.3860 -0.003
C 0.5555 -1.3972 -3.8347 -0.022
C 1.3963 -0.1437 -4.0491 0.031
N 0.7635 1.0326 -3.3777 -0.023
C -0.4767 1.4372 -4.1202 0.006
C -1.5731 1.9443 -3.1987 -0.012
N -1.6785 1.0279 -2.0241 -0.003
C 1.7266 2.1658 -3.2184 0.020
C 1.2731 3.1428 -2.1414 -0.027
N 0.8977 2.4044 -0.8827 0.000
H 0.8340 -2.1632 -1.9149 0.009
H -0.7188 -2.0564 -2.3242 0.007
H -0.3603 -1.3770 -4.4221 0.002
H 1.1173 -2.2679 -4.1709 -0.004
H 1.5313 0.0381 -5.1185 0.004
H 2.3844 -0.2744 -3.6078 -0.004
H -0.8506 0.5563 -4.6392 0.000
H -0.2316 2.1737 -4.8877 0.000
H -2.5154 1.9926 -3.7441 -0.002
H -1.3747 2.9430 -2.8189 0.001
H -2.2654 0.2228 -2.2468 0.000
H -2.1908 1.4750 -1.2623 0.009
H 1.8679 2.6920 -4.1655 0.008
H 2.6863 1.7306 -2.9364 0.000
H 0.4184 3.7319 -2.4619 0.003
H 2.0779 3.8481 -1.9375 -0.003
H 0.2378 2.9443 -0.3240 0.010
H 1.7206 2.3177 -0.2863 0.005
N 2.1669 -0.2334 -0.7983 -0.114
C 3.1822 -0.6620 -0.4447 0.091
C 4.4297 -1.1706 -0.0181 0.000
C 5.3499 -1.6356 -0.9695 0.017
C 6.5562 -2.1423 -0.5337 -0.005
C 6.8415 -2.1767 0.8289 0.017
C 5.9284 -1.7089 1.7693 -0.005
C 4.7121 -1.2053 1.3558 0.016
H 5.1216 -1.5887 -2.0260 0.001
H 7.2794 -2.5064 -1.2497 0.000
H 7.7918 -2.5723 1.1623 0.000
H 6.1702 -1.7370 2.8222 0.000
H 3.9900 -0.8382 2.0729 0.001
N -0.4111 -0.0221 0.3605 0.593
P -1.4835 -0.1509 1.5575 -0.029
C -3.1275 -0.2484 0.8354 0.040
C -3.3319 -1.1927 -0.1804 0.003
C -4.5853 -1.3517 -0.7458 -0.001
C -5.6484 -0.5690 -0.2984 0.003
C -5.4570 0.3545 0.7163 0.001
C -4.1989 0.5162 1.2895 -0.002
C -1.1963 -1.6271 2.5113 0.023
C -0.0232 -2.3596 2.3414 0.026
C 0.1879 -3.5036 3.0960 0.000
C -0.7680 -3.9105 4.0166 0.001
C -1.9397 -3.1817 4.1864 0.003
C -2.1600 -2.0409 3.4333 0.001
C -1.4021 1.2909 2.6051 0.055
C -1.7473 2.5377 2.0702 -0.003
C -1.6547 3.6780 2.8474 -0.003
C -1.2119 3.5801 4.1644 0.002
C -0.8639 2.3492 4.6973 0.001
C -0.9557 1.2002 3.9202 -0.008
H -2.5131 -1.8415 -0.4805 -0.009
H -4.7519 -2.1018 -1.5085 0.000
H -6.6318 -0.6995 -0.7299 0.000
H -6.2893 0.9458 1.0732 0.000
H -4.0639 1.2293 2.0931 0.002
H 0.7168 -2.0277 1.6223 0.005
H 1.0941 -4.0802 2.9702 0.000
H -0.6024 -4.8029 4.6050 0.000
H -2.6817 -3.5075 4.9023 0.000
H -3.0794 -1.4806 3.5607 0.000
H -2.1303 2.6121 1.0551 -0.002
H -1.9446 4.6388 2.4434 0.000
H -1.1502 4.4694 4.7772 0.000
H -0.5272 2.2782 5.7224 0.000
H -0.6891 0.2404 4.3442 0.001
```

Output
Energy ... -1951.41575 Eh
Multiplicity ... 4
Highest occupied orbital energy (alpha / beta) ... -16.00 / -16.36 eV
Net charge ... +3


# C26H35AlF3N7O2

A molecular structure, C26H35AlF3N7O2 (wB97M-V/def2-TZVPD, the Open Molecules 2025 dataset).

```
74
Properties=species:S:1:pos:R:3:lowdin_charge:R:1
Al -0.5408 -1.2646 0.3448 -0.012
N -0.4671 -1.2422 2.7492 0.003
N -1.3384 -2.2032 3.2907 -0.028
C -1.8124 -3.1304 2.3234 -0.531
N -2.5943 -4.1149 2.6656 0.056
N -1.4108 -2.8522 1.0834 0.027
N -1.8913 -3.7702 0.1279 -0.141
O -1.3004 -3.4220 -1.0745 -0.135
O -3.3259 -3.5313 -0.0088 -0.071
H 0.5084 -1.5176 2.6486 0.079
H -0.5751 -0.3459 3.1988 0.086
H -0.9659 -2.6958 4.0924 0.109
H -2.8020 -4.0432 3.6581 0.003
H -3.6101 -3.9461 0.8268 0.041
C 1.9692 2.1604 2.1182 -0.072
C 2.0623 1.6201 0.6888 -0.398
C 2.3537 2.7508 -0.2978 -0.082
C 3.0324 0.4642 0.5874 -0.163
C 4.3939 0.6946 0.6270 -0.112
C 5.3327 -0.3337 0.5306 -0.169
C 4.8365 -1.6288 0.3693 -0.111
C 3.4844 -1.9241 0.3426 -0.168
C 3.0672 -3.3640 0.1172 -0.389
C 2.2802 -3.5407 -1.1854 -0.077
C 2.2910 -3.9774 1.2898 -0.082
C 2.4827 -0.8849 0.4959 -0.297
N 1.2017 -1.1597 0.5487 0.037
H 1.2597 2.9953 2.1853 0.057
H 2.9468 2.5108 2.4663 0.066
H 1.6362 1.3711 2.7976 0.067
H 1.0898 1.2016 0.4416 0.082
H 3.3186 3.2287 -0.0945 0.057
H 1.5800 3.5251 -0.2420 0.060
H 2.3810 2.3665 -1.3199 0.077
H 4.7490 1.7204 0.7265 0.087
H 6.3980 -0.1338 0.5512 0.056
H 5.5417 -2.4521 0.2577 0.084
H 4.0023 -3.9320 0.0164 0.107
H 1.3608 -2.9513 -1.1597 0.044
H 2.0113 -4.5918 -1.3378 0.068
H 2.8786 -3.2090 -2.0393 0.071
H 1.3118 -3.5038 1.3662 0.042
H 2.8317 -3.8330 2.2300 0.068
H 2.1413 -5.0522 1.1350 0.065
F -2.9169 7.9591 0.8219 0.113
C -2.6208 7.3080 -0.3231 -0.578
F -3.6301 7.5720 -1.1860 0.114
F -1.5319 7.9269 -0.8368 0.121
C -2.4145 5.8435 -0.1200 -0.155
C -2.4256 4.9950 -1.2229 -0.023
C -2.2144 3.6404 -1.0585 -0.013
C -1.9813 3.0950 0.2130 -0.240
C -1.9608 3.9665 1.3078 -0.024
C -2.1751 5.3245 1.1447 -0.025
C -1.7613 1.6957 0.3698 -0.111
C -1.5276 0.5036 0.4770 0.036
H -2.6054 5.4013 -2.2108 0.116
H -2.2225 2.9749 -1.9116 0.115
H -1.7675 3.5573 2.2903 0.114
H -2.1577 5.9837 2.0025 0.111
C -3.3455 -1.2846 -2.2689 -0.054
C -1.8487 -1.5699 -2.4834 -0.636
C -1.6897 -2.6033 -3.6056 -0.061
C -1.1496 -0.2776 -2.9182 -0.056
N -1.1498 -1.9902 -1.2841 -0.037
H -3.8428 -1.0233 -3.2117 0.066
H -3.4607 -0.4540 -1.5673 0.069
H -3.8273 -2.1591 -1.8361 0.056
H -2.0832 -2.1986 -4.5443 0.069
H -2.2256 -3.5217 -3.3662 0.072
H -0.6329 -2.8474 -3.7355 0.079
H -1.6691 0.1578 -3.7789 0.074
H -0.1122 -0.4830 -3.1905 0.084
H -1.1500 0.4501 -2.1058 0.045
```

Output
Energy ... -2087.48903 Eh
Multiplicity ... 1
Highest occupied orbital energy ... -0.17 eV
Net charge ... -2


# C6H5O2S2

A gas-phase ion, C6H5O2S2 (charge -1) in a non-equilibrium geometry (wB97M-V/def2-TZVPD, the Open Molecules 2025 dataset).

```
15
Properties=species:S:1:pos:R:3:lowdin_charge:R:1
C 0.9596 1.2500 -0.0479 0.097
C 2.1311 1.4497 0.1878 -0.224
C 3.0542 1.8564 1.0883 -1.504
C -0.2428 0.8450 -0.6582 -0.519
C -1.6879 -1.5721 0.3448 -0.085
C -1.3142 -1.2516 -1.0860 -0.211
O -1.2330 1.4841 -0.8944 0.102
O -0.0934 -0.4935 -0.9216 -0.035
S 3.2949 0.8993 2.4045 0.476
S 3.9466 3.1754 0.5496 0.441
H -2.0991 -0.6712 0.9242 0.107
H -2.5921 -2.2371 0.4416 0.084
H -0.9050 -1.9569 0.8759 0.040
H -2.2509 -0.7293 -1.6181 0.163
H -0.9681 -2.0481 -1.5905 0.068
```

Output
Energy ... -1178.44524 Eh
Multiplicity ... 1
Highest occupied orbital energy ... -3.74 eV
Net charge ... -1
SMILES string ... CCOC(=O)C#CC(=S)[S-]


# C30H46O23Rb2

A molecular structure, C30H46O23Rb2 in a non-equilibrium geometry (wB97M-V/def2-TZVPD, the Open Molecules 2025 dataset).

```
101
Properties=species:S:1:pos:R:3:lowdin_charge:R:1
Rb -1.9110 -0.2814 3.3206 0.823
Rb 1.9224 1.3480 4.3425 0.813
O 0.3543 0.8958 1.8545 -0.559
C -0.0086 0.6126 0.5237 -0.420
C -0.5734 -0.7845 0.0770 -0.403
O -1.7796 -1.2982 0.6045 -0.460
H 0.7782 0.9242 -0.1878 0.074
H -0.8215 1.3160 0.2409 0.066
H 0.1884 -1.5286 0.4004 0.070
H -0.6714 -0.8858 -1.0169 0.074
C -1.5509 -3.8748 -2.4300 0.002
C -3.0791 -3.7307 -2.4425 -0.319
C -3.5174 -2.3012 -2.6112 -0.097
O -4.5750 -2.3498 -3.5802 0.094
C -4.5817 -3.5691 -4.1245 -0.559
O -5.2045 -3.9410 -5.0718 0.162
O -3.6374 -4.3815 -3.5703 0.093
H -1.1320 -3.7553 -1.4286 0.066
H -1.0740 -3.0885 -3.0174 0.070
H -1.2444 -4.8574 -2.7869 0.092
H -3.4242 -4.1230 -1.4815 0.149
H -2.6675 -1.6791 -2.8987 0.123
H -3.8453 -1.8876 -1.6587 0.126
C -2.6994 2.3186 -2.1588 -0.006
C -3.8083 1.6039 -1.3988 -0.241
C -3.6540 1.5364 0.1408 -0.089
O -4.9438 1.9207 0.6324 0.078
C -5.5648 2.6278 -0.3166 -0.593
O -6.5663 3.2502 -0.1477 0.164
O -4.8913 2.5699 -1.4666 0.072
H -2.2620 3.1679 -1.6424 0.079
H -3.0516 2.5640 -3.1616 0.092
H -1.8569 1.6667 -2.4258 0.070
H -4.2264 0.6716 -1.7751 0.150
H -2.8144 2.1436 0.4771 0.097
H -3.4106 0.5017 0.3910 0.097
C 3.8294 -4.0549 0.3391 -0.004
C 3.6280 -2.6942 0.9483 -0.293
C 2.7918 -2.7253 2.2468 -0.062
O 3.4936 -1.7450 3.0093 0.039
C 4.7385 -1.6124 2.6027 -0.601
O 5.6123 -1.0744 3.2098 0.153
O 4.9214 -2.2158 1.3908 0.091
H 2.9282 -4.4005 -0.1672 0.090
H 4.1552 -4.7598 1.1028 0.096
H 4.6417 -3.9775 -0.3848 0.094
H 3.2066 -1.9325 0.2876 0.136
H 2.8357 -3.6754 2.7841 0.143
H 1.7691 -2.3997 2.0693 0.105
C -2.3780 -4.2058 3.0924 -0.029
C -1.6504 -4.7219 1.8987 -0.312
C -0.3608 -3.9570 1.5705 -0.114
O 0.6150 -4.9815 1.4930 0.076
C 0.0806 -6.1776 1.7324 -0.565
O 0.6506 -7.2107 1.6433 0.180
O -1.2096 -6.0544 2.1415 0.102
H -1.7875 -4.2772 4.0089 0.099
H -3.3006 -4.7668 3.2697 0.095
H -2.7406 -3.2012 2.9074 0.053
H -2.3315 -4.6154 1.0504 0.152
H -0.1933 -3.0834 2.2048 0.109
H -0.5032 -3.4505 0.6125 0.088
C 1.4253 1.5263 -4.4177 -0.008
C 1.4999 0.8104 -3.0610 -0.294
C 1.3655 -0.6826 -3.1304 -0.100
O 2.3517 -1.1755 -2.2383 0.070
C 3.3212 -0.2577 -2.1023 -0.556
O 4.4043 -0.4322 -1.6463 0.170
O 2.8902 0.9141 -2.6555 0.058
H 1.6489 0.8532 -5.2428 0.084
H 2.0709 2.4020 -4.4407 0.091
H 0.4217 1.9347 -4.5681 0.080
H 0.8920 1.3746 -2.3535 0.133
H 1.5482 -1.0451 -4.1438 0.139
H 0.3789 -1.0387 -2.8366 0.107
C 4.0178 1.3973 1.1051 -0.009
C 3.4854 2.6815 0.5207 -0.303
C 2.6681 3.6785 1.3126 -0.106
O 3.0481 4.9240 0.7412 0.066
C 4.2024 4.7913 0.0737 -0.550
O 4.8271 5.7094 -0.3269 0.186
O 4.5888 3.4722 0.0632 0.094
H 3.2834 0.5905 1.1591 0.078
H 4.4539 1.4921 2.1077 0.085
H 4.8380 1.0510 0.4772 0.098
H 2.9541 2.3863 -0.3948 0.148
H 2.8830 3.7838 2.3864 0.126
H 1.6031 3.4973 1.1740 0.111
C 0.1258 5.2682 3.1086 -0.007
C -0.3689 5.4674 1.6854 -0.309
C -1.4253 4.4512 1.2964 -0.076
O -2.5986 5.2619 1.0189 0.052
C -2.3301 6.5813 1.2917 -0.553
O -3.1111 7.4753 1.2753 0.179
O -1.0327 6.7187 1.5731 0.100
H 0.7580 6.0707 3.4825 0.099
H 0.5498 4.2606 3.1225 0.058
H -0.7042 5.2457 3.8223 0.097
H 0.4296 5.4457 0.9429 0.145
H -1.7452 3.8756 2.1667 0.132
H -1.2559 3.8885 0.3828 0.117
```

Output
Energy ... -2949.44524 Eh
Multiplicity ... 1
Highest occupied orbital energy ... -7.70 eV


# C11H10IN15Tl

A molecular structure, C11H10IN15Tl in a non-equilibrium geometry (wB97M-V/def2-TZVPD, the Open Molecules 2025 dataset).

```
38
Properties=species:S:1:pos:R:3:lowdin_charge:R:1
Tl -0.1370 -0.0177 -0.0305 1.069
N -3.4620 -0.0089 0.0032 0.162
C -2.8726 -1.2367 -0.0041 -0.428
N -3.5274 -2.3781 0.0192 0.066
N -2.5995 -3.3240 0.0055 -0.056
N -1.4362 -2.8471 -0.0245 -0.050
N -1.5254 -1.4895 -0.0340 -0.133
C -2.8717 1.2149 0.0034 -0.429
N -3.5210 2.3616 0.0481 0.065
N -2.5935 3.3030 -0.0170 -0.059
N -1.4325 2.8215 -0.0964 -0.058
N -1.5262 1.4613 -0.0856 -0.142
H -4.4733 -0.0090 0.0252 0.166
N 1.6288 -0.0007 3.9433 0.145
C 0.3675 0.0002 4.4566 -0.025
C -0.4890 0.0005 3.3877 -0.062
N 0.2392 0.0006 2.2489 0.024
C 1.5255 -0.0015 2.5957 -0.236
C 2.5129 -0.0049 1.5516 -0.228
N 2.1225 -0.0095 0.2738 0.022
C 3.2436 -0.0065 -0.4899 -0.075
C 4.3358 -0.0012 0.3312 -0.028
N 3.8592 -0.0004 1.6085 0.150
H 2.4733 -0.0014 4.4975 0.179
H 0.1672 0.0000 5.5093 0.133
H -1.5599 -0.0004 3.3594 0.129
H 3.1900 -0.0059 -1.5597 0.120
H 5.3821 0.0014 0.1009 0.133
H 4.4264 0.0021 2.4440 0.181
I 0.8376 -1.5847 -6.1566 0.909
C 0.2735 -0.5227 -4.4545 -0.728
C -0.3744 0.6985 -4.3800 -0.095
N -0.4638 1.0114 -3.0835 0.028
N 0.0868 0.0657 -2.3134 -0.086
C 0.5321 -0.8827 -3.1307 -0.176
H -0.7692 1.3230 -5.1541 0.133
H -0.8795 1.8390 -2.6760 0.158
H 0.9875 -1.7792 -2.7541 0.122
```

Output
Energy ... -1716.39683 Eh
Multiplicity ... 1
Highest occupied orbital energy ... -11.28 eV
Net charge ... +1